This record from the Open Molecules 2025 dataset describes 8 unconnected molecules or ions with the total composition C40H104N8O12. The level of theory is the ωB97M-V functional and the def2-TZVPD basis.

The highest occupied orbital energy (alpha / beta) is -10.6 / -10.6 eV. The calculation puts the gap between HOMO and LUMO (alpha / beta) at 7.77 / 2.97 eV. The total energy comes out at -79635.13079 eV. The multiplicity is 2. The value obtained for the energy relative to the best compared isomer or geometry (same formula, charge and spin) is 78.2 kJ/mol. As for the net charge: +1. Its expectation value of S² is 0.754.

Last columns: bonded neighbours and bond lengths (Å).
Atoms and positions in Å:
1 C -3.7531 -4.9651 1.2766  O2 1.443, H10 1.090, H11 1.090, H12 1.090
2 O -4.1341 -3.7186 0.6567  C1 1.443, C3 1.451
3 C -5.5077 -3.3785 0.9766  O2 1.451, C4 1.527, H13 1.090, H14 1.090
4 C -5.9884 -1.9776 0.6053  C3 1.527, N5 1.458, H15 1.090, H16 1.090
5 N -5.3524 -0.9648 1.4400  C4 1.458, C6 1.505, H17 1.010
6 C -5.7077 0.3014 0.7092  N5 1.505, C7 1.564, H18 1.090, H19 1.090
7 C -5.0603 1.4663 1.5281  C6 1.564, O8 1.415, H20 1.090, H21 1.090
8 O -3.6868 1.7205 1.3035  C7 1.415, C9 1.438
9 C -3.2181 2.1292 0.0067  O8 1.438, H22 1.090, H23 1.090, H24 1.090
10 H -3.7196 -4.9525 2.3660  C1 1.090
11 H -2.7645 -5.0488 0.8253  C1 1.090
12 H -4.3605 -5.7961 0.9179  C1 1.090
13 H -5.8316 -3.4123 2.0168  C3 1.090
14 H -6.1948 -4.1147 0.5596  C3 1.090
15 H -7.0457 -2.0789 0.8503  C4 1.090
16 H -5.6182 -1.8857 -0.4158  C4 1.090
17 H -4.3718 -1.0119 1.2025  N5 1.010
18 H -6.7645 0.5414 0.5922  C6 1.090
19 H -5.2986 0.3316 -0.3007  C6 1.090
20 H -5.1490 1.1871 2.5780  C7 1.090
21 H -5.6110 2.3977 1.3961  C7 1.090
22 H -3.2612 1.4580 -0.8511  C9 1.090
23 H -2.2324 2.5886 0.0800  C9 1.090
24 H -3.7924 3.0042 -0.2976  C9 1.090
25 C 1.3589 4.9815 -2.1337  O26 1.517, H34 1.090, H35 1.090, H36 1.090
26 O 2.4030 6.0092 -1.7394  C25 1.517, C27 1.396
27 C 3.5348 5.5289 -1.0789  O26 1.396, C28 1.514, H37 1.090, H38 1.090
28 C 3.4119 5.3996 0.4245  C27 1.514, N29 1.428, H39 1.090, H40 1.090
29 N 2.6601 4.2414 0.7866  C28 1.428, C30 1.429, H41 1.010
30 C 2.6247 3.9439 2.1842  N29 1.429, C31 1.602, H42 1.090, H43 1.090
31 C 1.2156 3.2815 2.5620  C30 1.602, O32 1.383, H44 1.090, H45 1.090
32 O 0.1745 4.0828 2.1303  C31 1.383, C33 1.409
33 C -0.2152 5.1484 2.9659  O32 1.409, H46 1.090, H47 1.090, H48 1.090
34 H 1.8029 4.0289 -2.4225  C25 1.090
35 H 0.7173 5.3583 -2.9302  C25 1.090
36 H 0.7912 4.7453 -1.2336  C25 1.090
37 H 4.3051 6.2444 -1.3666  C27 1.090
38 H 3.9587 4.6880 -1.6279  C27 1.090
39 H 2.8835 6.2574 0.8405  C28 1.090
40 H 4.4176 5.3515 0.8421  C28 1.090
41 H 1.7024 4.4451 0.5388  N29 1.010
42 H 2.9114 4.7242 2.8893  C30 1.090
43 H 3.4073 3.1877 2.2458  C30 1.090
44 H 1.1481 3.0970 3.6341  C31 1.090
45 H 1.1754 2.2749 2.1457  C31 1.090
46 H 0.5112 5.9100 2.6823  C33 1.090
47 H -0.2045 5.0776 4.0536  C33 1.090
48 H -1.2658 5.3041 2.7208  C33 1.090
49 C -1.1704 2.7020 -4.9463  O50 1.443, H58 1.090, H59 1.090, H60 1.090
50 O -1.2195 1.9527 -3.7143  C49 1.443, C51 1.448
51 C -2.2105 0.9000 -3.6337  O50 1.448, C52 1.556, H61 1.090, H62 1.090
52 C -3.7054 1.3325 -3.6158  C51 1.556, N53 1.528, H63 1.090, H64 1.090
53 N -4.7272 0.2715 -3.2111  C52 1.528, C54 1.517, H65 1.010
54 C -6.0311 1.0444 -3.2731  N53 1.517, C55 1.554, H66 1.090, H67 1.090
55 C -7.1739 0.1971 -2.6481  C54 1.554, O56 1.440, H68 1.090, H69 1.090
56 O -8.5067 0.7114 -2.4703  C55 1.440, C57 1.448
57 C -9.0350 1.1461 -3.7460  O56 1.448, H70 1.090, H71 1.090, H72 1.090
58 H -0.4211 2.2407 -5.5897  C49 1.090
59 H -0.9665 3.7596 -4.7786  C49 1.090
60 H -2.0734 2.7187 -5.5567  C49 1.090
61 H -1.9502 0.3066 -2.7572  C51 1.090
62 H -2.0230 0.1274 -4.3793  C51 1.090
63 H -3.9720 1.6474 -4.6247  C52 1.090
64 H -3.7981 2.0923 -2.8398  C52 1.090
65 H -4.6558 -0.4530 -3.9111  N53 1.010
66 H -6.3117 1.2116 -4.3130  C54 1.090
67 H -5.9209 2.0153 -2.7902  C54 1.090
68 H -6.8140 -0.1841 -1.6925  C55 1.090
69 H -7.2803 -0.6771 -3.2904  C55 1.090
70 H -8.9976 0.4359 -4.5720  C57 1.090
71 H -8.4380 1.9904 -4.0905  C57 1.090
72 H -10.0441 1.4767 -3.4999  C57 1.090
73 C 4.5653 0.1011 1.5374  O74 1.387, H82 1.090, H83 1.090, H84 1.090
74 O 4.8395 -0.9989 2.3367  C73 1.387, C75 1.387
75 C 4.1239 -1.1048 3.5196  O74 1.387, C76 1.522, H85 1.090, H86 1.090
76 C 4.2010 0.0162 4.5460  C75 1.522, N77 1.419, H87 1.090, H88 1.090
77 N 3.7200 -0.3453 5.8310  C76 1.419, C78 1.473, H89 1.010
78 C 2.2490 -0.3949 5.8934  N77 1.473, C79 1.603, H90 1.090, H91 1.090
79 C 1.6205 -0.9597 7.2557  C78 1.603, O80 1.407, H92 1.090, H93 1.090
80 O 1.3103 0.0884 8.1411  C79 1.407, C81 1.397
81 C 0.9321 -0.4053 9.3923  O80 1.397, H94 1.090, H95 1.090, H96 1.090
82 H 4.6345 1.0900 1.9906  C73 1.090
83 H 3.5951 0.0866 1.0407  C73 1.090
84 H 5.2416 0.1044 0.6826  C73 1.090
85 H 4.6204 -2.0044 3.8834  C75 1.090
86 H 3.0969 -1.2538 3.1861  C75 1.090
87 H 3.6928 0.9357 4.2556  C76 1.090
88 H 5.2033 0.3992 4.7378  C76 1.090
89 H 4.2442 0.1313 6.5508  N77 1.010
90 H 1.8412 -0.9153 5.0268  C78 1.090
91 H 2.0298 0.6708 5.8268  C78 1.090
92 H 2.3938 -1.5833 7.7044  C79 1.090
93 H 0.7914 -1.6592 7.1494  C79 1.090
94 H 1.8201 -0.7442 9.9259  C81 1.090
95 H 0.3521 -1.3274 9.3540  C81 1.090
96 H 0.4599 0.3777 9.9855  C81 1.090
97 C 6.3634 -6.4631 -0.6486  C98 1.511, H103 1.090, H104 1.090, H105 1.090
98 C 5.6306 -5.1655 -0.3976  C97 1.511, C99 1.558, N102 1.514, H106 1.090
99 C 4.0992 -5.3954 -0.2285  C98 1.558, O100 1.385, H107 1.090, H108 1.090
100 O 3.1809 -4.4158 -0.5693  C99 1.385, C101 1.439
101 C 3.0801 -3.3629 0.4061  O100 1.439, H109 1.090, H110 1.090, H111 1.090
102 N 6.2829 -4.4784 0.7837  C98 1.514, H112 1.010, H113 1.010
103 H 7.4521 -6.4245 -0.6842  C97 1.090
104 H 6.1673 -6.8719 -1.6398  C97 1.090
105 H 6.0070 -7.2556 0.0093  C97 1.090
106 H 5.6728 -4.4585 -1.2261  C98 1.090
107 H 3.8266 -5.8913 0.7031  C99 1.090
108 H 3.8988 -6.2807 -0.8318  C99 1.090
109 H 2.3785 -2.5369 0.2899  C101 1.090
110 H 4.0638 -2.9410 0.6120  C101 1.090
111 H 2.7098 -3.7551 1.3533  C101 1.090
112 H 5.7547 -3.7318 1.2122  N102 1.010
113 H 7.0772 -4.1367 0.2618  N102 1.010
114 C -1.7620 -1.8353 1.0673  C115 1.479, H120 1.090, H121 1.090, H122 1.090
115 C -0.4613 -1.1373 1.1610  C114 1.479, C116 1.544, N119 1.381, H123 1.090
116 C -0.0934 -0.5572 -0.2221  C115 1.544, O117 1.478, H124 1.090, H125 1.090
117 O 1.0933 0.3138 -0.3510  C116 1.478, C118 1.429
118 C 1.2404 1.0478 -1.5680  O117 1.429, H126 1.090, H127 1.090, H128 1.090
119 N -0.7530 -0.0886 2.0106  C115 1.381, H129 1.010, H130 1.010
120 H -2.1744 -2.1010 2.0407  C114 1.090
121 H -1.6061 -2.8111 0.6072  C114 1.090
122 H -2.5289 -1.2639 0.5443  C114 1.090
123 H 0.2316 -1.8157 1.6587  C115 1.090
124 H -0.9939 -0.0097 -0.5003  C116 1.090
125 H -0.0298 -1.4566 -0.8346  C116 1.090
126 H 2.2350 1.4888 -1.6336  C118 1.090
127 H 0.4767 1.8108 -1.7184  C118 1.090
128 H 1.1515 0.3720 -2.4187  C118 1.090
129 H -1.5273 0.5264 1.8049  N119 1.010
130 H 0.0519 0.5179 1.9438  N119 1.010
131 C 5.9185 2.6793 -3.5427  C132 1.537, H137 1.090, H138 1.090, H139 1.090
132 C 6.5578 1.9619 -2.3437  C131 1.537, C133 1.611, N136 1.504, H140 1.090
133 C 6.2733 2.7387 -0.9617  C132 1.611, O134 1.468, H141 1.090, H142 1.090
134 O 7.2863 2.5612 0.0857  C133 1.468, C135 1.385
135 C 7.0720 3.0433 1.3665  O134 1.385, H143 1.090, H144 1.090, H145 1.090
136 N 5.8774 0.6290 -2.1958  C132 1.504, H146 1.010, H147 1.010
137 H 6.3238 2.3611 -4.5032  C131 1.090
138 H 6.1273 3.7491 -3.5348  C131 1.090
139 H 4.8368 2.5904 -3.4424  C131 1.090
140 H 7.6002 1.7767 -2.6031  C132 1.090
141 H 5.3019 2.5304 -0.5134  C133 1.090
142 H 6.2103 3.8144 -1.1263  C133 1.090
143 H 8.0911 3.1756 1.7299  C135 1.090
144 H 6.5898 2.2631 1.9556  C135 1.090
145 H 6.4851 3.9552 1.2571  C135 1.090
146 H 4.9457 0.7031 -1.8130  N136 1.010
147 H 6.2026 0.1051 -1.3960  N136 1.010
148 C -3.3199 -5.0735 -2.3362  C149 1.565, H154 1.090, H155 1.090, H156 1.090
149 C -3.3104 -3.7161 -3.1147  C148 1.565, C150 1.614, N153 1.458, H157 1.090
150 C -4.6999 -3.3393 -3.8437  C149 1.614, O151 1.476, H158 1.090, H159 1.090
151 O -4.4420 -2.1468 -4.6747  C150 1.476, C152 1.438
152 C -5.5349 -1.7725 -5.5308  O151 1.438, H160 1.090, H161 1.090, H162 1.090
153 N -2.7577 -2.7328 -2.1906  C149 1.458, H163 1.010, H164 1.010
154 H -3.7919 -5.9203 -2.8346  C148 1.090
155 H -3.8521 -5.0431 -1.3854  C148 1.090
156 H -2.3150 -5.3687 -2.0345  C148 1.090
157 H -2.5498 -3.7822 -3.8926  C149 1.090
158 H -5.5463 -3.0959 -3.2015  C150 1.090
159 H -5.0573 -4.2460 -4.3319  C150 1.090
160 H -5.8009 -2.6109 -6.1746  C152 1.090
161 H -5.3556 -1.0644 -6.3399  C152 1.090
162 H -6.4457 -1.6178 -4.9524  C152 1.090
163 H -2.9152 -3.0345 -1.2396  N153 1.010
164 H -3.3391 -1.9122 -2.2835  N153 1.010